# 1
Density functional theory data (wB97M-V/def2-TZVPD) for 2 unconnected molecules or ions with the total composition C10H16O3Si at a distorted geometry.

Properties
Charge: 0
Spin multiplicity: 1
E: -905.82047 Eh
Strongest force on any atom: 1.14 eV Å⁻¹
Lowest unoccupied orbital energy: 0.43 eV
SMILES string: C=C=C[Si](C)(C)C.O=C1C=C(O)CO1
M: 212.32 g/mol
Energy relative to the best compared isomer or geometry (same formula, charge and spin): 0.0 kJ/mol
HOMO: -9.3 eV

Geometry (Å):
1 C 1.776 0.728 -2.419
2 C 1.357 0.358 -1.249
3 C -1.577 -2.453 0.212
4 C -1.440 -3.224 -1.927
5 C -1.416 -1.289 -0.657
6 C -1.350 -1.725 -1.921
7 C 1.837 0.841 2.748
8 C 0.904 3.025 0.684
9 C -1.171 1.054 1.995
10 C 0.936 0.030 -0.069
11 O -1.685 -2.505 1.405
12 O -1.586 -3.575 -0.574
13 O -1.212 -1.062 -3.070
14 Si 0.612 1.262 1.350
15 H 2.825 0.890 -2.610
16 H -2.304 -3.580 -2.500
17 H -0.536 -3.690 -2.334
18 H -1.441 -0.287 -0.289
19 H 1.119 0.883 -3.260
20 H 2.849 0.723 2.374
21 H 1.853 1.618 3.507
22 H 1.557 -0.087 3.238
23 H 0.241 3.255 -0.145
24 H 0.740 3.773 1.452
25 H 1.923 3.140 0.326
26 H -1.917 1.413 1.291
27 H -1.387 0.011 2.211
28 H -1.312 1.609 2.919
29 H 0.902 -1.016 0.206
30 H -1.098 -0.118 -2.894



# 2
Density functional theory data (wB97M-V/def2-TZVPD) for 2 unconnected molecules or ions with the total composition C10H16O4P at a distorted geometry.

Properties
Charge: +1
Spin multiplicity: 3
E: -1032.57771 Eh
Strongest force on any atom: 3.24 eV Å⁻¹
Lowest unoccupied orbital energy (spin up / spin down): -2.31 / -7.22 eV
M: 231.21 g/mol
HOMO (spin up / spin down): -11.7 / -12.0 eV

Geometry (Å):
1 C -3.936 0.640 -0.168
2 C -3.486 1.941 -0.279
3 C -3.064 -0.430 -0.067
4 C -2.109 2.207 -0.293
5 C -1.680 -0.205 -0.076
6 C -1.339 1.111 -0.195
7 C -1.040 -2.495 0.131
8 C 2.343 2.964 0.137
9 C 1.476 -0.989 2.280
10 C 2.003 -0.814 -2.253
11 O -0.701 -1.124 0.024
12 O 2.408 1.643 -0.377
13 O 1.909 0.107 1.489
14 O 2.049 -0.742 -0.833
15 P 1.435 0.447 0.019
16 H -4.998 0.445 -0.155
17 H -4.170 2.771 -0.350
18 H -3.436 -1.439 0.020
19 H -1.735 3.212 -0.374
20 H -0.097 -3.037 0.091
21 H -1.671 -2.814 -0.702
22 H -1.540 -2.703 1.080
23 H 3.357 3.362 0.094
24 H 1.991 2.980 1.168
25 H 1.692 3.576 -0.490
26 H 2.080 -0.965 3.189
27 H 1.639 -1.932 1.762
28 H 0.423 -0.885 2.543
29 H 1.059 -0.433 -2.642
30 H 2.110 -1.867 -2.515
31 H 2.827 -0.243 -2.684



# 3
Density functional theory data (wB97M-V/def2-TZVPD) for a single C10H16O6 molecule at a distorted geometry.

Properties
Charge: 0
Spin multiplicity: 1
E: -841.96056 Eh
Strongest force on any atom: 5.24 eV Å⁻¹
Lowest unoccupied orbital energy: 0.51 eV
SMILES string: CCOCC[C@]1(CCOC=O)COC(=O)O1
M: 232.23 g/mol
Energy relative to the best compared isomer or geometry (same formula, charge and spin): 326.7 kJ/mol
HOMO: -10.0 eV

Geometry (Å):
1 C 2.424 -3.260 0.397
2 C 1.721 -1.818 0.418
3 O 0.960 -1.533 -0.783
4 C 1.537 -0.466 -1.565
5 C 1.128 1.020 -1.099
6 C -0.073 1.094 -0.039
7 C -1.450 0.468 -0.626
8 C -2.764 0.997 0.120
9 O -3.922 0.252 -0.377
10 C -4.020 -1.023 0.237
11 O -4.066 -1.236 1.469
12 C -0.205 2.711 0.167
13 O 0.798 2.955 1.212
14 C 1.214 1.737 1.855
15 O 2.150 1.564 2.643
16 O 0.241 0.787 1.359
17 H 3.260 -3.237 -0.387
18 H 2.800 -3.529 1.447
19 H 1.597 -4.023 0.133
20 H 0.962 -1.800 1.292
21 H 2.456 -0.954 0.651
22 H 2.681 -0.551 -1.450
23 H 1.310 -0.599 -2.690
24 H 0.748 1.563 -2.048
25 H 2.071 1.569 -0.742
26 H -1.396 -0.665 -0.435
27 H -1.436 0.640 -1.754
28 H -2.942 2.129 -0.026
29 H -2.651 0.851 1.253
30 H -4.025 -1.942 -0.463
31 H -1.148 3.111 0.666
32 H 0.042 3.190 -0.837



# 4
Density functional theory data (wB97M-V/def2-TZVPD) for 2 unconnected molecules or ions with the total composition C10H16P at a distorted geometry.

Properties
Charge: +1
Spin multiplicity: 1
E: -731.59964 Eh
Strongest force on any atom: 5.88 eV Å⁻¹
Lowest unoccupied orbital energy (spin up / spin down): -5.95 / -4.71 eV
M: 167.21 g/mol
Energy relative to the best compared isomer or geometry (same formula, charge and spin): 305.0 kJ/mol
HOMO (spin up / spin down): -12.9 / -12.8 eV

Geometry (Å):
1 C -3.801 -0.020 -0.010
2 C -3.158 0.649 1.042
3 C -3.041 -0.685 -0.964
4 C -1.765 0.579 1.131
5 C -1.653 -0.797 -0.831
6 C -1.098 -0.225 0.266
7 C 3.063 0.668 1.125
8 C 1.286 1.381 -2.405
9 C 1.314 -1.953 -0.101
10 C 1.584 0.404 1.508
11 P 0.729 -0.270 0.023
12 H -4.836 0.186 -0.091
13 H -3.664 1.294 1.704
14 H -3.609 -1.148 -1.919
15 H -1.202 1.197 1.903
16 H -1.200 -1.364 -1.672
17 H 3.021 1.057 0.037
18 H 3.648 1.245 1.712
19 H 3.521 -0.323 0.975
20 H 2.173 1.935 -2.112
21 H 0.197 1.585 -2.214
22 H 1.538 0.443 -2.917
23 H 0.866 -2.295 -1.033
24 H 1.021 -2.477 0.795
25 H 2.404 -2.193 -0.140
26 H 1.313 1.348 1.908
27 H 1.350 -0.223 2.280



# 5
Density functional theory data (wB97M-V/def2-TZVPD) for a single C10H16Si molecule at a distorted geometry.

Properties
Charge: 0
Spin multiplicity: 1
E: -680.08248 Eh
Strongest force on any atom: 2.07 eV Å⁻¹
Lowest unoccupied orbital energy: 0.11 eV
SMILES string: CC1=CC(C)=C(C)C1=[Si](C)C
M: 164.32 g/mol
Energy relative to the best compared isomer or geometry (same formula, charge and spin): 189.9 kJ/mol
HOMO: -7.1 eV

Geometry (Å):
1 C -2.033 -1.425 -0.031
2 C -2.364 -0.031 -0.006
3 C -1.203 0.687 0.013
4 C -0.096 -0.250 -0.002
5 C -0.682 -1.576 -0.028
6 C -3.769 0.478 0.012
7 C -1.060 2.174 0.054
8 C 0.066 -2.867 -0.053
9 C 3.068 -1.121 0.113
10 C 2.436 1.865 -0.121
11 Si 1.649 0.139 -0.004
12 H -2.760 -2.218 -0.052
13 H -4.147 0.528 1.035
14 H -4.417 -0.193 -0.550
15 H -3.839 1.471 -0.425
16 H -2.022 2.641 0.244
17 H -0.678 2.559 -0.894
18 H -0.375 2.478 0.846
19 H 0.608 -3.028 0.880
20 H 0.785 -2.893 -0.872
21 H -0.631 -3.692 -0.183
22 H 3.326 -1.506 -0.871
23 H 3.964 -0.673 0.538
24 H 2.795 -1.971 0.729
25 H 3.345 1.842 -0.719
26 H 1.760 2.585 -0.570
27 H 2.701 2.237 0.866



# 6
Density functional theory data (wB97M-V/def2-TZVPD) for a molecular structure, C10H17ClIInNOPS at a distorted geometry.

Properties
Charge: +2
Spin multiplicity: 1
E: -2208.16538 Eh
Strongest force on any atom: 3.31 eV Å⁻¹
Lowest unoccupied orbital energy (spin up / spin down): -9.78 / -9.14 eV
M: 507.47 g/mol
Energy relative to the best compared isomer or geometry (same formula, charge and spin): 15.4 kJ/mol
HOMO (spin up / spin down): -14.9 / -15.4 eV

Geometry (Å):
1 C 1.495 -1.233 -0.434
2 I 1.452 0.794 0.122
3 H 0.525 -1.885 -0.421
4 H 1.892 -1.517 0.542
5 H 2.084 -1.315 -1.330
6 In -1.877 -1.391 0.888
7 P -0.502 0.200 -2.306
8 C 0.865 0.738 -3.434
9 C -1.265 -0.957 -3.461
10 H -2.466 1.540 -1.998
11 H -1.764 1.668 -3.663
12 H -0.992 2.545 -2.293
13 C -1.555 1.656 -2.589
14 H -2.227 -1.300 -3.103
15 H -1.379 -0.449 -4.413
16 H 0.510 0.706 -4.484
17 H 1.763 0.097 -3.374
18 H -0.661 -1.846 -3.610
19 H 1.210 1.758 -3.187
20 C 4.796 -0.490 -0.644
21 O 5.485 0.189 -0.047
22 Cl -3.825 -0.237 0.449
23 S -0.327 -1.022 3.002
24 C -0.793 0.453 3.756
25 N -2.133 0.651 4.001
26 C -2.654 1.754 4.567
27 C -1.795 2.782 4.870
28 C -0.393 2.575 4.809
29 C 0.083 1.434 4.235
30 H -2.738 -0.068 3.670
31 H -3.749 1.759 4.722
32 H -2.209 3.644 5.371
33 H 0.281 3.364 5.151
34 H 1.129 1.241 4.138



# 7
Density functional theory data (wB97M-V/def2-TZVPD) for 2 unconnected molecules or ions with the total composition C10H17N at a distorted geometry.

Properties
Charge: 0
Spin multiplicity: 1
E: -445.82567 Eh
Strongest force on any atom: 8.96 eV Å⁻¹
Lowest unoccupied orbital energy: 0.69 eV
SMILES string: CC(C)(C)C.c1ccncc1
M: 151.25 g/mol
Energy relative to the best compared isomer or geometry (same formula, charge and spin): 529.2 kJ/mol
HOMO: -9.7 eV

Geometry (Å):
1 C 0.629 0.048 -2.430
2 C 1.683 -0.918 -2.142
3 C 1.063 1.368 -2.337
4 C -0.128 -0.109 -1.137
5 C -0.146 -0.440 -3.663
6 C -0.873 0.615 4.927
7 C -0.222 -0.512 4.382
8 C -0.450 -0.782 3.020
9 C -1.311 -0.015 2.258
10 C -1.996 0.995 2.944
11 H 2.822 -0.788 -2.750
12 H 1.882 -1.205 -0.851
13 H 1.560 -1.990 -2.748
14 H 0.192 1.908 -2.218
15 H 1.801 1.443 -1.521
16 H 1.528 1.874 -3.284
17 H -0.753 0.868 -0.705
18 H 0.638 -0.332 -0.225
19 H -0.893 -1.090 -1.085
20 H -0.434 -1.432 -3.417
21 H -0.873 0.270 -3.914
22 H 0.568 -0.577 -4.528
23 H -0.693 0.939 5.940
24 H 0.369 -1.194 5.070
25 H 0.012 -1.623 2.557
26 H -1.523 -0.349 1.220
27 H -2.711 1.646 2.418
28 N -1.740 1.378 4.219



# 8
Density functional theory data (wB97M-V/def2-TZVPD) for 2 unconnected molecules or ions with the total composition C10H17N at a distorted geometry.

Properties
Charge: 0
Spin multiplicity: 1
E: -445.71189 Eh
Strongest force on any atom: 7.94 eV Å⁻¹
Lowest unoccupied orbital energy: 0.64 eV
SMILES string: c1ccncc1.CCCCC
M: 151.25 g/mol
Energy relative to the best compared isomer or geometry (same formula, charge and spin): 827.9 kJ/mol
HOMO: -7.8 eV

Geometry (Å):
1 C -4.674 -0.470 0.135
2 C -3.208 0.277 0.152
3 C -1.945 -0.505 -0.164
4 C -0.948 0.541 -0.267
5 C 0.380 -0.110 -0.418
6 C 2.055 -0.815 0.686
7 C 2.261 0.611 0.704
8 C 3.313 1.227 0.170
9 C 4.311 0.435 -0.297
10 C 4.168 -0.895 -0.191
11 H -4.477 -1.030 -0.818
12 H -5.023 -0.958 1.205
13 H -5.524 0.443 -0.307
14 H -3.162 0.866 1.106
15 H -3.252 1.063 -0.593
16 H -1.659 -1.121 0.735
17 H -2.044 -1.127 -1.087
18 H -0.876 1.212 0.607
19 H -1.264 1.063 -1.167
20 H 0.484 -0.722 -1.428
21 H 1.155 0.854 -0.693
22 H 0.622 -0.568 0.502
23 H 1.442 -1.474 1.326
24 H 1.528 1.205 1.396
25 H 3.299 2.231 0.042
26 H 5.082 0.848 -0.842
27 H 4.948 -1.510 -0.553
28 N 3.007 -1.570 0.059